(1)
{"formula": "C42H48BCsN16O4S3", "method": "the ωB97M-V functional and the def2-TZVPD basis", "total_charge": -2, "multiplicity": 1, "species": ["Cs", "S", "S", "S", "O", "O", "O", "O", "N", "N", "N", "N", "N", "N", "N", "N", "N", "N", "N", "N", "N", "N", "N", "N", "C", "C", "C", "C", "C", "C", "C", "C", "C", "C", "C", "C", "C", "C", "C", "C", "C", "C", "C", "C", "C", "C", "C", "C", "C", "C", "C", "C", "C", "C", "C", "C", "C", "C", "C", "C", "C", "C", "C", "C", "C", "C", "B", "H", "H", "H", "H", "H", "H", "H", "H", "H", "H", "H", "H", "H", "H", "H", "H", "H", "H", "H", "H", "H", "H", "H", "H", "H", "H", "H", "H", "H", "H", "H", "H", "H", "H", "H", "H", "H", "H", "H", "H", "H", "H", "H", "H", "H", "H", "H", "H"], "xyz": [[0.3388, 0.6700, -0.3365], [-2.2333, 2.6512, -4.5609], [-0.3925, 0.5117, -6.2252], [0.1572, -2.9224, -1.1196], [0.8247, 0.0331, -6.8387], [-1.1343, 1.5194, -6.9704], [0.7789, 4.3543, -2.6156], [3.0624, 0.3590, -1.4801], [2.8144, -2.9248, -0.4226], [-1.1071, 1.2971, -2.6770], [-2.0348, 1.1898, 3.2598], [3.3398, 1.6120, 0.7856], [-1.8768, -1.3635, 3.4991], [-4.1903, -4.0632, -5.5133], [-2.7779, -0.5386, 0.6260], [3.5700, -4.8020, -1.2883], [2.8934, -1.7406, 0.3090], [-0.1049, 0.8682, -4.7255], [-0.7646, -1.6735, 2.7898], [-3.4710, -0.3571, 1.7788], [2.0714, 0.7779, 3.0321], [-1.1357, 1.5913, 2.3333], [3.8740, 2.2002, -0.3328], [2.2425, -4.6101, -1.5628], [-2.1066, 2.0920, 4.2653], [4.0409, 3.5451, -5.1726], [3.2716, 1.3599, 3.1399], [1.7296, -3.4714, -1.0563], [-1.0347, 1.4958, -3.9783], [-2.0987, 2.0566, -2.1054], [5.1715, 2.6858, 2.0277], [3.2694, 1.0539, 5.5234], [-0.2459, -2.7515, 3.3558], [1.0147, -3.3602, 2.8334], [4.7233, 4.0102, -4.0537], [-2.8059, 2.8479, -2.9424], [3.1111, 1.7638, -3.8549], [3.8846, -3.7607, -0.5817], [-3.2947, -2.9874, -5.6990], [-3.5072, -2.0551, -6.7100], [-4.9713, -0.8072, 0.2265], [-5.8405, -0.3763, 2.6234], [-4.7971, -0.5107, 1.5611], [-3.2608, -1.0931, -1.7230], [3.5608, 1.5119, -1.4226], [-1.2316, 3.1194, 3.9704], [-2.9837, 1.9306, 5.4643], [-1.2868, -1.8138, -5.0731], [5.2212, -3.4608, -0.0199], [3.9103, 1.8741, 1.9024], [2.0203, 0.4720, 5.4071], [3.7872, 2.2285, -2.7294], [3.2277, 2.4249, -5.0697], [-1.0236, -3.1579, 4.4552], [-3.6696, -0.8119, -0.3130], [4.5895, 3.3620, -2.8353], [0.1784, 4.2839, -1.6680], [1.4661, 0.3609, 4.1366], [-3.2088, -2.2065, 5.4616], [0.3789, 3.4695, 1.9313], [-2.0579, -2.2455, 4.5081], [-1.5069, -0.8797, -6.0807], [-2.1691, -2.8618, -4.8869], [3.9042, 1.5098, 4.3790], [-2.6204, -1.0033, -6.8930], [-0.6479, 2.7490, 2.7446], [-2.7856, -0.1575, 3.1428], [1.8618, -2.6789, 2.9473], [0.9474, 2.7620, 1.3280], [-5.7168, -1.1170, 3.4156], [5.4269, 3.0945, 1.0544], [-3.4812, -0.2555, -2.3883], [6.0038, 2.0662, 2.3774], [-3.7851, -1.9701, -2.1107], [-3.6247, 3.5036, -2.6946], [3.0868, -0.9571, -0.3446], [-6.8253, -0.5155, 2.1754], [0.4895, -0.0839, 3.9935], [-0.8654, -3.9994, 5.1118], [-1.0369, 3.9988, 4.5641], [1.7240, -5.2700, -2.1112], [-2.1897, -1.2825, -1.7832], [2.6698, 2.0586, -5.9232], [-2.2784, 1.9686, -1.0400], [2.4637, 0.9022, -3.7712], [4.1334, 4.0637, -6.1203], [1.4716, 0.1083, 6.2661], [3.7469, 1.1599, 6.4910], [-4.3848, -2.1409, -7.3429], [-5.9057, -0.9905, -0.2808], [-1.9987, -3.5691, -4.0823], [-2.6969, 1.0620, 6.0606], [-5.1348, -3.8268, -5.7806], [-0.4383, -1.6902, -4.4107], [-4.0315, 1.8013, 5.1893], [5.8796, -4.3068, -0.2033], [5.3543, 4.8894, -4.1289], [0.9084, -3.5923, 1.7723], [-0.0722, 4.2100, 1.2682], [4.8778, 1.9749, 4.4413], [-3.2421, -1.2777, 6.0330], [1.0986, 3.9821, 2.5736], [1.2508, -4.2821, 3.3681], [1.9803, -1.5751, 0.7272], [5.6367, -2.5655, -0.4834], [-2.8026, -0.2535, -7.6523], [-2.8980, 2.8163, 6.0952], [5.1402, -3.2631, 1.0486], [-4.1838, -4.4027, -4.5619], [5.0932, 3.7247, -1.9486], [5.0513, 3.5013, 2.7460], [-3.1202, -3.0369, 6.1637], [-3.6529, -0.1288, 3.9747], [-4.1657, -2.2980, 4.9446], [-5.8156, 0.6072, 3.0967]], "forces_ev_per_a": [[0.1, -0.5, 0.7], [-0.1, 0.1, 0.0], [-0.1, -0.1, -0.1], [0.1, 0.0, 0.0], [0.0, 0.0, 0.0], [0.0, 0.0, 0.1], [0.0, 0.0, 0.0], [0.1, -0.1, -0.1], [0.0, 0.0, 0.0], [-0.4, 0.5, -0.5], [0.1, 0.0, -0.1], [0.3, 0.1, 0.0], [0.1, 0.0, 0.0], [0.0, 0.0, 0.0], [0.0, 0.0, -0.1], [0.0, 0.0, 0.0], [0.0, 0.0, 0.0], [0.1, 0.3, -0.1], [0.0, 0.0, 0.0], [0.1, 0.1, -0.1], [0.0, 0.0, 0.0], [0.0, 0.1, -0.1], [-0.2, -0.1, 0.0], [0.0, 0.0, 0.0], [0.0, 0.0, 0.0], [0.0, 0.0, 0.0], [0.0, 0.0, -0.1], [0.0, 0.0, 0.0], [0.2, -0.4, 0.1], [0.0, 0.1, -0.2], [0.0, 0.0, 0.0], [0.0, 0.0, 0.0], [0.0, 0.1, 0.0], [0.1, 0.0, 0.0], [0.0, 0.0, 0.0], [0.0, 0.0, 0.1], [0.0, 0.0, 0.0], [0.0, 0.0, 0.0], [0.0, 0.0, 0.0], [0.0, 0.0, 0.0], [0.0, 0.0, 0.0], [0.0, 0.0, 0.0], [-0.1, 0.0, 0.0], [0.0, 0.0, 0.0], [-0.1, 0.1, -0.3], [0.0, -0.1, 0.0], [0.0, 0.0, 0.0], [0.0, 0.0, 0.0], [0.0, 0.0, 0.0], [0.0, 0.0, 0.0], [0.0, 0.0, 0.0], [0.0, 0.0, 0.0], [0.0, 0.0, 0.0], [0.0, 0.0, 0.0], [0.0, 0.0, 0.0], [0.0, 0.0, 0.0], [0.1, 0.0, 0.0], [0.0, 0.0, -0.1], [0.0, 0.0, 0.0], [0.1, 0.0, 0.1], [-0.1, 0.0, 0.0], [0.0, 0.0, 0.1], [0.0, 0.0, 0.0], [0.0, 0.0, 0.0], [0.0, 0.1, 0.0], [0.0, 0.0, 0.0], [-0.1, 0.0, 0.1], [0.0, 0.0, 0.0], [0.0, 0.2, 0.1], [0.0, 0.0, 0.0], [0.0, 0.0, 0.0], [0.0, 0.0, 0.0], [0.0, 0.0, 0.0], [0.0, 0.0, 0.0], [0.0, 0.0, 0.0], [-0.1, 0.1, 0.1], [0.0, 0.0, 0.0], [-0.1, 0.0, 0.0], [0.0, 0.0, 0.0], [0.0, 0.0, 0.0], [0.0, 0.0, 0.0], [0.0, 0.0, 0.0], [0.0, 0.0, 0.0], [0.0, 0.0, 0.0], [0.0, 0.0, 0.0], [0.0, 0.0, 0.0], [0.0, 0.0, 0.0], [0.0, 0.0, 0.0], [0.0, 0.0, 0.0], [0.0, 0.0, 0.0], [0.0, 0.0, 0.0], [0.0, 0.0, 0.0], [0.0, 0.0, 0.0], [0.0, 0.0, 0.0], [0.0, 0.0, 0.0], [0.0, 0.0, 0.0], [0.0, 0.0, 0.0], [0.0, 0.0, 0.0], [0.0, 0.0, 0.0], [0.0, 0.0, 0.0], [0.0, 0.0, 0.0], [0.0, 0.0, 0.0], [0.0, 0.0, 0.0], [0.1, -0.2, 0.1], [0.0, 0.0, 0.0], [0.0, 0.0, 0.0], [0.0, 0.0, 0.0], [0.0, 0.0, 0.0], [0.0, 0.0, 0.0], [0.0, 0.0, 0.0], [0.0, 0.0, 0.0], [0.0, 0.0, 0.0], [0.0, 0.0, 0.0], [0.0, 0.0, 0.0], [0.0, 0.0, 0.0]]}

(2)
{"formula": "C42H48F24O30", "method": "the ωB97M-V functional and the def2-TZVPD basis", "multiplicity": 1, "smiles": "O=C1OC[C@@H](F)O1.O=C1OC[C@@H](F)O1.O=C1OC[C@@H](F)O1.O=C1OC[C@@H](F)O1.O=C1OC[C@@H](F)O1.O=C1OC[C@@H](F)O1.CCOC(=O)C(F)(F)F.CCOC(=O)C(F)(F)F.CCOC(=O)C(F)(F)F.CCOC(=O)C(F)(F)F.CCOC(=O)C(F)(F)F.CCOC(=O)C(F)(F)F", "species": ["F", "F", "F", "F", "F", "F", "F", "F", "F", "F", "F", "F", "F", "F", "F", "F", "F", "F", "F", "F", "F", "F", "F", "F", "O", "O", "O", "O", "O", "O", "O", "O", "O", "O", "O", "O", "O", "O", "O", "O", "O", "O", "O", "O", "O", "O", "O", "O", "O", "O", "O", "O", "O", "O", "C", "C", "C", "C", "C", "C", "C", "C", "C", "C", "C", "C", "C", "C", "C", "C", "C", "C", "C", "C", "C", "C", "C", "C", "C", "C", "C", "C", "C", "C", "C", "C", "C", "C", "C", "C", "C", "C", "C", "C", "C", "C", "H", "H", "H", "H", "H", "H", "H", "H", "H", "H", "H", "H", "H", "H", "H", "H", "H", "H", "H", "H", "H", "H", "H", "H", "H", "H", "H", "H", "H", "H", "H", "H", "H", "H", "H", "H", "H", "H", "H", "H", "H", "H", "H", "H", "H", "H", "H", "H"], "xyz": [[1.9889, 3.2690, -3.5469], [5.5203, 2.4527, -2.2684], [6.8276, -3.1914, 4.9072], [3.9165, 2.7210, -0.8205], [-4.2863, -0.8365, -8.6717], [-1.0578, 5.7900, -0.2676], [4.2041, -3.4084, 1.7646], [0.6458, -3.1195, 1.5004], [-3.9009, -0.5214, 4.7500], [1.3268, -0.8065, 4.1735], [8.3845, -2.0705, 3.9053], [-5.7057, -1.0527, 3.8209], [7.0788, -3.4347, 2.7427], [1.1390, -4.3833, -5.2462], [-3.9706, -0.7579, 2.5715], [-0.9004, 3.9179, -1.4005], [5.8891, 3.8426, -0.7774], [-0.0311, 4.0211, 0.5977], [2.1944, -0.6633, 6.1101], [0.6872, 1.1532, 1.2230], [-3.4434, -1.5277, -6.8521], [-5.9461, -2.6534, 0.6769], [-2.1971, -0.5186, -8.2923], [1.6329, 1.1559, 4.9773], [-4.7816, -2.7653, -2.4491], [-2.9190, -4.0767, -2.0371], [-4.0308, -3.0653, -0.3712], [1.3533, 5.2696, -5.6309], [-0.8970, 5.1784, -5.8247], [0.2627, 3.4436, -4.9310], [3.5318, 5.2826, -1.5444], [-0.5621, -3.3838, -0.4050], [-4.3267, -3.1876, 5.1611], [-0.6875, -5.5370, 0.0281], [-0.1938, 0.0721, 7.1709], [3.3219, -2.8649, -0.2536], [-3.8006, 1.9032, -7.6339], [-3.3935, 0.7000, -5.6757], [1.1155, -0.0761, -4.8863], [-2.3530, 2.5984, 0.5203], [-1.0456, -0.5162, 5.1513], [-2.5502, -0.5200, -0.2907], [6.2667, -0.8235, 2.3859], [-0.7795, 0.3305, -1.3871], [-3.1588, -3.2460, 3.2126], [-0.5837, -1.4620, -5.3061], [5.4233, -1.0101, 4.4406], [4.7278, 4.8958, -3.4393], [-0.5187, -0.5371, 0.6080], [5.3874, -2.0475, -0.7037], [-3.1426, 4.6696, 0.8239], [0.5564, -4.9206, -1.7605], [1.3902, -2.2280, -4.5209], [3.5534, -0.9829, -1.4149], [-4.9516, -2.0637, -0.1472], [-0.1860, -4.6378, -0.8492], [-1.1775, -4.8215, 1.2493], [-3.3782, -0.5038, -7.7340], [-3.0917, 1.9271, -4.9264], [4.1040, 0.5400, 2.1686], [-0.1383, -0.1901, 5.8784], [0.6710, -1.1612, -4.8894], [-1.0706, 4.4279, -0.2213], [1.2699, -0.1042, 5.2971], [4.0741, -1.8826, -0.8612], [1.6294, 3.1262, -4.8967], [7.1298, -2.5444, 3.7895], [-3.5710, 0.8799, -7.0544], [-2.3403, 1.0484, 7.5328], [-2.3551, 3.9269, 0.4452], [-4.3550, -1.2856, 3.7656], [-1.4208, -0.2130, -0.3632], [-0.6714, -3.3749, 0.9307], [4.3206, 4.5502, -2.3456], [-2.8986, -4.2744, 6.7288], [-3.7938, -3.3911, -1.6832], [0.6694, 0.4987, -1.1186], [-3.8672, -4.4726, 5.6082], [-2.8030, 2.2226, 2.8124], [3.3429, 6.6214, -1.9382], [0.5480, -3.3708, -4.5237], [5.6080, 0.5091, 2.1314], [-2.9362, 1.5565, -3.4761], [-1.4753, -0.1829, 7.7627], [-0.6896, -2.8549, -5.1839], [4.8660, 3.3273, -1.5336], [0.7267, 0.0945, 0.3581], [-5.5262, -1.8103, -1.6060], [0.1475, 4.7237, -5.4945], [5.6746, -3.3346, -0.1354], [2.3311, 4.2349, -5.6666], [4.2307, -3.7017, 0.4288], [-3.3261, 2.0982, 1.4308], [2.0630, 6.8517, -2.7942], [-3.8801, -2.7259, 3.9682], [6.1282, -1.3831, 3.5725], [5.9301, 0.6562, 1.1103], [-4.3511, 2.3573, 1.1881], [1.1612, -0.1999, -1.7915], [3.7422, 0.3314, 3.1582], [-2.4145, 1.3709, 6.4864], [-3.7981, 0.9853, -3.1019], [-0.8170, -3.2452, -6.2060], [-0.7561, -5.3256, 2.1181], [0.9751, 1.5429, -1.3299], [1.7620, 2.1086, -5.1853], [-3.2802, -3.5848, 7.5034], [3.8029, 1.5600, 1.9842], [3.2180, 4.5223, -5.0805], [1.5422, -0.5662, 0.6410], [-4.7059, -4.9970, 6.0895], [-3.8541, 2.6810, -5.0937], [1.2136, 6.5648, -2.1997], [6.3641, -3.2040, 0.6962], [-3.3670, 1.0252, 1.1641], [-5.2769, -0.8055, -1.9387], [-1.9600, -1.0898, 7.3793], [-4.6576, -1.1856, 0.3904], [0.4714, -3.7515, -3.4838], [5.9956, -4.0621, -0.8532], [3.2709, 7.2427, -1.0507], [-3.4370, 1.6518, 3.4633], [-6.5672, -2.0873, -1.6481], [6.0621, 1.3265, 2.7503], [-2.0113, 0.9917, -3.2896], [-3.4553, -5.0781, 4.8073], [-2.8583, 2.4037, -2.8441], [4.3076, 6.9683, -2.4386], [-3.4102, 0.8631, 7.7938], [-1.7590, 1.8542, 2.9124], [-1.2614, -2.5405, 1.3062], [1.8968, 7.9287, -3.0449], [-1.3197, -0.2464, 8.8738], [3.7034, -0.2007, 1.4664], [-2.2314, -4.8612, 1.4328], [-2.1419, 2.3053, -5.3177], [-1.9967, -3.9028, 6.2817], [2.0185, 6.2441, -3.7133], [-2.8356, 3.2723, 3.1257], [2.5876, 3.9807, -6.7155], [-2.6120, -5.2374, 7.2284], [3.8497, -4.7204, 0.3510], [-1.9835, 1.9104, 8.1448], [-1.5495, -3.1082, -4.5509]], "forces_ev_per_a": [[0.2, -0.3, -0.2], [-0.7, -0.7, -0.9], [0.1, -0.1, -0.3], [0.7, 0.3, 0.1], [0.1, 0.9, 0.1], [0.2, -1.4, -0.2], [-0.1, 0.3, 0.2], [-1.4, -0.7, -0.6], [0.9, 0.1, 0.2], [-0.3, -0.1, -0.3], [-0.5, -0.3, -0.3], [0.7, -1.2, -0.3], [0.4, 0.7, 1.0], [-0.1, 0.5, 0.0], [0.2, -0.9, 1.1], [0.4, -0.2, -1.3], [-1.3, 0.1, 0.8], [-0.6, 0.6, -0.9], [-0.5, 0.7, 0.1], [0.8, 0.6, -0.3], [0.2, 0.5, 0.1], [0.5, 0.5, -0.6], [1.2, 0.1, -0.5], [-0.2, -0.3, 0.6], [0.9, 0.0, 1.2], [0.8, -0.8, -0.7], [1.5, 0.0, 0.7], [0.2, 0.4, -0.6], [0.4, 0.2, 0.4], [0.5, 0.9, -1.1], [0.4, -1.4, -0.1], [1.0, 0.5, -2.3], [0.0, 0.5, -1.2], [-0.5, 0.7, 0.8], [0.4, -0.7, -0.2], [1.8, -0.1, 0.1], [0.4, -1.0, 0.4], [-0.1, 0.9, -2.2], [0.6, 2.0, 0.1], [0.0, 0.8, -0.6], [0.4, 0.2, 0.7], [-2.0, -0.2, -0.2], [-0.2, 0.7, -0.3], [0.4, 0.9, -0.5], [1.4, -1.3, -1.6], [1.3, 0.2, 0.8], [-0.9, 0.3, 1.3], [-0.6, -1.1, 1.6], [0.3, 0.0, -0.3], [0.4, -0.5, -0.3], [-3.6, 2.8, 1.8], [-1.7, 1.0, 1.2], [-0.3, -0.7, 0.2], [-0.2, 1.0, -0.6], [-2.4, -1.4, -1.6], [0.7, -1.1, 0.7], [1.7, 0.3, -0.8], [-1.2, -1.2, 0.5], [0.4, -0.1, -0.3], [0.4, -0.7, 0.4], [-0.8, -0.3, -0.7], [-0.4, -0.2, -0.7], [0.8, 0.7, 2.1], [1.4, -0.3, -0.4], [-0.8, -0.3, 0.4], [-0.6, 0.7, 1.1], [-0.2, -0.4, -0.5], [-0.3, 0.2, 2.2], [-1.2, 0.7, 0.2], [3.1, -2.2, -1.8], [-1.9, 2.3, -0.4], [3.0, -0.4, 0.1], [0.4, -0.7, 2.6], [0.4, 1.1, -0.6], [0.9, -0.5, 0.7], [-3.0, 2.4, 0.5], [-1.3, 0.0, 0.1], [-0.8, -0.8, 1.2], [0.3, 0.9, 0.7], [0.5, 2.2, -1.7], [1.1, -0.5, 0.8], [0.8, 0.0, -0.1], [0.1, -1.3, -0.1], [-1.0, 1.1, 1.3], [-2.1, -1.4, -0.6], [1.1, 0.8, -0.5], [-0.8, -0.2, 0.4], [1.6, -1.0, 0.7], [-1.0, -1.2, 0.1], [-2.4, 0.2, 1.3], [0.5, -0.5, 0.2], [0.4, -0.3, -0.1], [-0.1, -3.1, -0.8], [0.6, 0.1, -0.1], [-1.5, 0.4, 2.3], [0.7, 0.4, -0.7], [0.2, 0.2, -0.2], [0.0, 1.2, 0.3], [0.3, 0.1, 0.3], [-0.2, -0.3, 0.4], [0.4, -0.2, 0.1], [0.2, 0.0, -0.2], [0.0, -0.3, 0.5], [0.6, 0.3, -0.2], [-0.3, -0.6, 0.3], [0.3, -0.7, -0.1], [0.1, -0.3, -0.5], [-0.2, 0.2, -0.6], [-0.3, 0.1, -0.5], [-0.1, 0.0, 0.0], [-0.3, 0.3, -0.9], [-0.2, -0.1, -0.1], [-0.4, -0.2, 0.4], [0.0, -0.1, -0.2], [0.3, 0.4, 0.2], [-0.3, -0.1, -0.1], [0.5, 0.2, 0.0], [0.8, 0.1, 0.1], [-0.1, 0.3, -0.8], [0.3, -0.1, -0.6], [-0.1, -0.4, 0.4], [-0.2, -0.2, 0.5], [-0.3, 0.2, -0.1], [-0.2, -1.1, -0.2], [-0.5, 0.0, -0.3], [-0.1, 0.2, -0.2], [0.0, 1.2, 0.4], [-1.4, -0.4, 0.3], [0.8, 0.0, 0.2], [-0.7, 0.1, -0.3], [-0.2, -0.4, -0.3], [0.5, -0.8, 0.2], [0.2, -0.3, -1.2], [-0.2, 0.4, 0.0], [-0.8, 0.0, -0.9], [-0.2, 0.1, 0.0], [0.7, 0.6, 0.2], [0.3, 0.4, 0.4], [0.1, -0.2, 0.2], [-0.2, 0.1, 0.6], [-0.5, 0.7, -0.5], [0.4, 0.0, -0.3], [-0.2, -0.7, -0.5], [0.0, 0.1, -0.4]]}

Highest occupied orbital energy (computed, eV): -2.941, -11.072
Energy above the lowest of the compared OMol25 structures with the same formula, charge and spin (computed, kcal per mole): 4.5, 2.9